Record 1
The following is a DFT calculation (the ωB97M-V functional and the def2-TZVPD basis) of 9 unconnected molecules or ions with the total composition C29H46Cl6F16O6.

Calculated values
ΔE to the lowest compared entry with this formula, charge and spin: 359.1 kJ/mol
highest occupied orbital energy: -9.42 eV
gap between HOMO and LUMO: 9.647 eV
electronic energy: -5942.8318 Eh
maximum force: 4.1 eV Å⁻¹

ORCA input file:
```
! RIJCOSX wB97M-V def2-TZVPD def2/J DEFGRID3
* xyz 0 1
C -1.787 2.823 -1.761
C -1.444 3.372 -3.205
C -2.569 3.105 -4.192
F -2.374 3.593 -5.392
F -3.021 1.830 -4.293
F -1.092 4.698 -3.117
F -0.384 2.782 -3.743
O -3.084 3.441 -1.377
C -3.060 3.864 0.011
C -4.474 4.334 0.320
F -5.416 3.420 0.332
F -4.634 5.030 1.422
F -2.662 2.884 0.825
F -2.289 4.943 0.006
H -0.961 3.114 -1.111
H -1.956 1.763 -1.948
H -3.423 3.590 -3.718
H -4.797 5.112 -0.371
C -0.894 -0.394 -0.018
C -1.735 -1.505 0.726
C -1.882 -2.770 -0.150
F -2.552 -3.743 0.478
F -2.179 -2.646 -1.425
F -1.077 -1.883 1.816
F -2.889 -0.966 1.110
O 0.398 -0.853 -0.323
C 0.885 -0.439 -1.499
C 2.407 -0.690 -1.417
F 2.832 -1.933 -1.420
F 2.915 -0.220 -2.583
F 0.323 -1.109 -2.522
F 0.698 0.826 -1.677
H -0.747 0.414 0.699
H -1.441 -0.062 -0.901
H -0.867 -3.168 -0.170
H 2.859 -0.268 -0.520
C 1.024 -2.406 -5.969
C 1.362 -3.943 -5.801
C 0.909 -4.145 -4.344
O -0.312 -3.272 -4.312
C -0.372 -2.285 -5.299
H 1.034 -2.003 -6.981
H 1.731 -1.733 -5.485
H 2.409 -4.185 -5.980
H 0.726 -4.522 -6.471
H 1.570 -3.718 -3.590
H 0.736 -5.141 -3.937
H -0.684 -1.324 -4.891
H -1.051 -2.713 -6.036
C 6.761 2.018 -1.470
C 6.758 2.295 0.049
C 5.404 1.841 0.626
O 4.653 1.889 -0.593
C 5.385 1.468 -1.774
H 7.556 1.275 -1.533
H 7.152 2.754 -2.174
H 6.783 3.382 0.134
H 7.530 1.803 0.641
H 5.061 2.462 1.454
H 5.222 0.849 1.042
H 4.957 2.004 -2.621
H 5.229 0.417 -2.015
C 2.581 -2.463 3.308
C 2.139 -1.068 3.672
C 2.715 -0.275 2.521
O 3.579 -1.133 1.866
C 3.962 -2.258 2.583
H 1.877 -2.961 2.641
H 2.664 -3.072 4.208
H 2.521 -0.847 4.668
H 1.054 -1.157 3.619
H 3.293 0.589 2.847
H 1.935 -0.161 1.768
H 4.789 -2.060 3.265
H 4.294 -3.097 1.971
C -3.686 2.146 4.622
C -3.466 0.780 4.030
C -2.736 0.023 5.109
O -3.050 0.814 6.240
C -4.028 1.769 5.981
H -4.488 2.809 4.298
H -2.832 2.822 4.654
H -2.975 0.922 3.067
H -4.466 0.439 3.762
H -1.656 -0.061 4.990
H -3.247 -0.939 5.152
H -3.895 2.665 6.587
H -5.040 1.409 6.170
C -3.508 -2.821 -3.982
Cl -4.547 -3.604 -2.800
Cl -4.054 -3.083 -5.659
H -3.362 -1.766 -3.752
H -2.489 -3.182 -3.846
C -2.510 -4.835 3.728
Cl -1.498 -4.588 5.217
Cl -4.132 -4.303 4.020
H -2.104 -4.149 2.984
H -2.440 -5.902 3.515
C 0.739 3.619 3.089
Cl -0.118 2.556 1.894
Cl 1.558 2.584 4.201
H 1.452 4.270 2.583
H 0.014 4.212 3.645
*
```

Here are the Mulliken charges for atoms 1 to 99, given in e: atom 1 (C): -0.197, atom 2 (C): 0.826, atom 3 (C): 0.043, atom 4 (F): -0.281, atom 5 (F): -0.223, atom 6 (F): -0.337, atom 7 (F): -0.259, atom 8 (O): -0.473, atom 9 (C): 0.746, atom 10 (C): -0.024, atom 11 (F): -0.241, atom 12 (F): -0.290, atom 13 (F): 0.016, atom 14 (F): -0.267, atom 15 (H): 0.515, atom 16 (H): -0.023, atom 17 (H): 0.254, atom 18 (H): 0.240, atom 19 (C): 0.334, atom 20 (C): 1.157, atom 21 (C): -0.308, atom 22 (F): -0.292, atom 23 (F): 0.016, atom 24 (F): -0.246, atom 25 (F): -0.349, atom 26 (O): -0.317, atom 27 (C): 0.765, atom 28 (C): 0.700, atom 29 (F): -0.334, atom 30 (F): -0.278, atom 31 (F): -0.089, atom 32 (F): -0.311, atom 33 (H): -0.736, atom 34 (H): 0.248, atom 35 (H): 0.151, atom 36 (H): -0.217, atom 37 (C): -0.563, atom 38 (C): -0.574, atom 39 (C): -0.207, atom 40 (O): -0.383, atom 41 (C): -0.216, atom 42 (H): 0.394, atom 43 (H): 0.165, atom 44 (H): 0.355, atom 45 (H): 0.277, atom 46 (H): 0.019, atom 47 (H): 0.295, atom 48 (H): 0.159, atom 49 (H): 0.260, atom 50 (C): -0.713, atom 51 (C): -0.537, atom 52 (C): -0.178, atom 53 (O): -0.370, atom 54 (C): -0.240, atom 55 (H): 0.223, atom 56 (H): 0.374, atom 57 (H): 0.164, atom 58 (H): 0.417, atom 59 (H): 0.274, atom 60 (H): 0.077, atom 61 (H): 0.276, atom 62 (H): 0.242, atom 63 (C): -0.629, atom 64 (C): 0.012, atom 65 (C): 0.403, atom 66 (O): -0.417, atom 67 (C): -0.487, atom 68 (H): 0.119, atom 69 (H): 0.440, atom 70 (H): 0.397, atom 71 (H): -0.271, atom 72 (H): 0.345, atom 73 (H): -0.424, atom 74 (H): 0.252, atom 75 (H): 0.344, atom 76 (C): -0.429, atom 77 (C): 0.262, atom 78 (C): -0.051, atom 79 (O): -0.484, atom 80 (C): -0.660, atom 81 (H): 0.370, atom 82 (H): 0.072, atom 83 (H): -0.313, atom 84 (H): 0.228, atom 85 (H): 0.175, atom 86 (H): 0.189, atom 87 (H): 0.357, atom 88 (H): 0.302, atom 89 (C): 0.648, atom 90 (Cl): -0.183, atom 91 (Cl): -0.208, atom 92 (H): -0.015, atom 93 (H): -0.183, atom 94 (C): 0.310, atom 95 (Cl): -0.186, atom 96 (Cl): -0.145, atom 97 (H): -0.359, atom 98 (H): 0.344, atom 99 (C): -0.600

---

Record 2
The following is a DFT calculation (the ωB97M-V functional and the def2-TZVPD basis) of 5 unconnected molecules or ions with the total composition C16H44O6P.

Calculated values
ΔE to the lowest compared entry with this formula, charge and spin: 0.0 kJ/mol
highest occupied orbital energy: -12.33 eV
gap between HOMO and LUMO: 9.551 eV
electronic energy: -1428.5071 Eh
maximum force: 2.4 eV Å⁻¹

ORCA input file:
```
! RIJCOSX wB97M-V def2-TZVPD def2/J DEFGRID3
* xyz 1 1
C -3.204 1.312 -3.906
O -1.911 1.106 -3.343
C -0.921 0.792 -4.321
C -0.677 -0.736 -4.544
C -1.918 -1.647 -4.332
C -2.340 -1.857 -2.835
C -1.230 -1.569 -1.790
C -1.948 -1.435 -0.390
C -0.821 -0.997 0.641
P -0.679 0.841 0.608
O 0.645 1.291 1.468
H -3.623 2.234 -3.456
H -3.896 0.489 -3.606
H -3.213 1.329 -5.011
H -1.111 1.350 -5.263
H 0.036 1.213 -3.933
H -0.380 -0.854 -5.611
H 0.192 -1.086 -3.957
H -2.819 -1.285 -4.870
H -1.694 -2.636 -4.786
H -2.659 -2.913 -2.707
H -3.250 -1.249 -2.652
H -0.699 -0.613 -1.939
H -0.551 -2.443 -1.720
H -2.681 -0.597 -0.455
H -2.464 -2.359 -0.087
H -0.960 -1.423 1.651
H 0.128 -1.421 0.245
H -1.879 1.451 1.077
H -0.506 1.311 -0.716
H 1.387 0.683 1.294
C 3.018 -2.241 4.074
C 1.907 -1.920 3.094
O 2.365 -0.999 2.101
H 3.373 -1.330 4.558
H 2.673 -2.936 4.840
H 3.872 -2.683 3.557
H 1.064 -1.458 3.610
H 1.553 -2.830 2.598
H 3.107 -1.411 1.639
C 1.067 4.826 -1.082
C -0.212 4.891 -0.271
O -0.324 3.753 0.590
H 1.093 3.915 -1.684
H 1.154 5.688 -1.746
H 1.941 4.802 -0.426
H -1.081 4.894 -0.928
H -0.239 5.798 0.339
H 0.437 3.754 1.178
C 6.745 1.051 2.390
C 6.532 -0.438 2.201
O 5.273 -0.692 1.574
H 5.946 1.477 2.998
H 7.701 1.250 2.876
H 6.728 1.569 1.427
H 6.528 -0.948 3.164
H 7.327 -0.868 1.586
H 5.281 -0.251 0.721
C -4.086 -0.833 2.965
C -4.256 -2.333 2.807
O -5.497 -2.638 2.186
H -4.898 -0.416 3.561
H -3.135 -0.596 3.451
H -4.116 -0.335 1.990
H -4.246 -2.822 3.780
H -3.444 -2.755 2.201
H -5.506 -2.216 1.323
*
```

What are the natural (NBO) partial charges on each atom? They are as follows, in elementary charge units: atom 1 (C): -0.258, atom 2 (O): -0.576, atom 3 (C): -0.070, atom 4 (C): -0.441, atom 5 (C): -0.404, atom 6 (C): -0.404, atom 7 (C): -0.403, atom 8 (C): -0.396, atom 9 (C): -0.760, atom 10 (P): 1.395, atom 11 (O): -0.944, atom 12 (H): 0.193, atom 13 (H): 0.170, atom 14 (H): 0.190, atom 15 (H): 0.186, atom 16 (H): 0.179, atom 17 (H): 0.228, atom 18 (H): 0.202, atom 19 (H): 0.213, atom 20 (H): 0.220, atom 21 (H): 0.216, atom 22 (H): 0.201, atom 23 (H): 0.199, atom 24 (H): 0.213, atom 25 (H): 0.196, atom 26 (H): 0.241, atom 27 (H): 0.279, atom 28 (H): 0.268, atom 29 (H): 0.053, atom 30 (H): 0.032, atom 31 (H): 0.548, atom 32 (C): -0.636, atom 33 (C): -0.061, atom 34 (O): -0.775, atom 35 (H): 0.219, atom 36 (H): 0.223, atom 37 (H): 0.213, atom 38 (H): 0.173, atom 39 (H): 0.160, atom 40 (H): 0.496, atom 41 (C): -0.634, atom 42 (C): -0.063, atom 43 (O): -0.761, atom 44 (H): 0.202, atom 45 (H): 0.230, atom 46 (H): 0.204, atom 47 (H): 0.184, atom 48 (H): 0.175, atom 49 (H): 0.479, atom 50 (C): -0.635, atom 51 (C): -0.061, atom 52 (O): -0.748, atom 53 (H): 0.212, atom 54 (H): 0.225, atom 55 (H): 0.198, atom 56 (H): 0.183, atom 57 (H): 0.166, atom 58 (H): 0.463, atom 59 (C): -0.636, atom 60 (C): -0.059, atom 61 (O): -0.704, atom 62 (H): 0.233, atom 63 (H): 0.202, atom 64 (H): 0.181, atom 65 (H): 0.192, atom 66 (H): 0.139, atom 67 (H): 0.458